1.
Computed, not measured: 15 unconnected molecules or ions with the total composition C60H90O45 in a non-equilibrium geometry, with ωB97M-V/def2-TZVPD.

Last column: Mulliken charge in e.
Element x y z (Å)
C  22.33  11.16  1.52  -0.1922
C  21.56  12.44  1.22  0.8210
C  22.36  13.59  1.63  0.3057
O  22.73  14.19  0.43  -0.4045
C  22.25  13.57  -0.64  0.5540
O  22.45  13.87  -1.83  -0.6584
O  21.48  12.62  -0.21  -0.4554
H  21.88  10.29  1.03  -0.4203
H  22.38  10.97  2.59  -0.0890
H  23.34  11.24  1.12  0.4521
H  20.60  12.40  1.73  0.0515
H  23.23  13.32  2.22  0.0544
H  21.81  14.23  2.32  -0.0223
C  22.92  8.83  -0.96  -0.8876
C  23.61  7.62  -1.59  0.0036
C  24.86  7.11  -0.87  0.2357
O  24.61  5.73  -0.63  -0.3154
C  23.40  5.42  -0.93  0.6111
O  22.75  4.37  -0.74  -0.5870
O  22.73  6.57  -1.47  -0.2785
H  21.99  9.19  -1.39  0.5799
H  23.58  9.69  -1.07  0.4385
H  22.91  8.69  0.12  -0.3377
H  23.70  7.71  -2.68  0.3724
H  24.96  7.64  0.07  -0.1986
H  25.62  7.33  -1.62  0.3639
C  14.51  6.85  3.22  -1.8281
C  15.44  8.03  3.28  2.2581
C  15.74  8.70  1.97  0.4589
O  15.60  10.02  2.22  -0.2549
C  15.31  10.22  3.51  0.3599
O  15.28  11.29  4.08  -0.5510
O  15.09  9.08  4.07  -0.5190
H  14.92  5.97  2.73  0.3550
H  13.49  7.02  2.89  0.4254
H  14.38  6.49  4.24  0.3149
H  16.35  7.70  3.78  -1.0626
H  15.05  8.39  1.18  0.3245
H  16.74  8.41  1.67  -0.5293
C  14.64  8.34  8.34  -1.3081
C  15.29  9.72  8.37  0.5493
C  16.47  9.86  7.36  0.9388
O  16.29  11.18  6.83  0.2349
C  15.08  11.70  7.16  0.3662
O  14.58  12.76  6.84  -0.6039
O  14.47  10.81  7.88  -0.4604
H  13.66  8.53  8.77  0.4296
H  15.34  7.66  8.82  0.2975
H  14.44  8.02  7.32  0.2471
H  15.52  10.01  9.39  0.3260
H  16.30  9.03  6.67  -0.7477
H  17.45  9.65  7.79  -0.1536
C  26.32  11.29  5.07  -1.2200
C  26.25  10.69  3.62  0.3282
C  27.13  9.44  3.42  -0.6030
O  26.28  8.45  2.90  -0.3276
C  24.99  8.81  3.04  -0.2004
O  23.99  8.12  2.78  0.2673
O  24.97  10.10  3.41  0.0282
H  27.33  11.66  5.26  0.4855
H  25.97  10.63  5.86  0.1305
H  25.64  12.13  5.14  0.2684
H  26.46  11.43  2.84  0.3161
H  27.52  9.24  4.42  0.2890
H  27.96  9.64  2.75  0.3300
C  18.37  5.18  9.53  -1.3768
C  19.71  5.89  9.25  0.4625
C  20.32  5.79  7.92  0.5178
O  20.77  7.06  7.60  0.1655
C  20.24  7.92  8.43  0.3037
O  20.28  9.15  8.42  -0.5767
O  19.56  7.27  9.39  -0.3240
H  17.54  5.30  8.83  0.0502
H  17.93  5.47  10.48  0.4249
H  18.61  4.11  9.54  0.4456
H  20.38  5.53  10.03  0.2590
H  19.72  5.49  7.06  -0.5200
H  21.18  5.12  7.86  0.3185
C  17.91  5.53  0.08  -1.3112
C  18.90  6.55  -0.45  0.9573
C  18.48  7.36  -1.73  -0.5370
O  18.30  8.66  -1.25  -0.3280
C  18.70  8.73  0.05  -0.2337
O  18.68  9.76  0.73  -0.4670
O  19.24  7.57  0.44  0.8475
H  16.99  6.00  0.42  0.4113
H  18.36  5.07  0.95  -0.1562
H  17.64  4.72  -0.60  0.4419
H  19.79  5.97  -0.68  -0.1364
H  17.61  6.84  -2.13  0.3323
H  19.27  7.34  -2.49  0.3092
C  18.88  12.97  6.77  -0.1555
C  18.29  12.95  5.28  1.3717
C  17.23  13.93  4.97  -0.7397
O  17.63  14.65  3.87  -0.3343
C  18.87  14.40  3.66  0.3220
O  19.42  14.89  2.71  -0.6605
O  19.37  13.43  4.51  0.5996
H  19.52  13.83  6.95  -0.3706
H  19.49  12.09  6.98  -0.4719
H  18.08  13.01  7.50  0.5677
H  17.97  11.98  4.91  -0.4517
H  16.98  14.65  5.75  0.2852
H  16.27  13.45  4.77  0.1885
C  23.47  8.19  10.78  -1.2742
C  24.52  8.92  9.85  1.1167
C  25.90  8.76  10.24  -0.4853
O  26.57  8.16  9.14  -0.3490
C  25.73  7.81  8.21  0.3400
O  26.05  7.14  7.20  -0.5625
O  24.51  8.28  8.58  -0.0643
H  22.70  7.63  10.25  0.0214
H  22.88  8.87  11.40  0.4247
H  23.89  7.43  11.44  0.4097
H  24.22  9.96  9.70  -0.2360
H  25.82  8.06  11.07  0.2954
H  26.37  9.67  10.60  0.3553
C  20.40  16.37  6.42  -1.0163
C  19.05  17.11  6.27  1.0122
C  18.73  18.23  7.20  -0.2728
O  17.97  19.10  6.45  -0.3417
C  18.12  18.83  5.17  0.5574
O  17.69  19.49  4.25  -0.5881
O  18.83  17.73  5.00  -0.3291
H  20.58  15.65  5.62  -0.0866
H  20.41  15.83  7.37  0.1920
H  21.26  17.02  6.50  0.5838
H  18.32  16.31  6.42  -0.3759
H  19.65  18.73  7.49  0.2951
H  18.14  17.95  8.07  0.2999
C  21.87  1.88  1.38  -1.7926
C  22.00  3.20  2.14  1.6635
C  21.01  4.22  1.69  -0.0979
O  20.48  4.81  2.87  0.4736
C  20.94  4.07  3.92  0.0633
O  20.47  4.11  5.05  -0.5112
O  21.78  3.12  3.50  -0.3426
H  20.96  1.34  1.62  0.4600
H  22.59  1.23  1.89  0.4668
H  21.89  2.02  0.30  0.3507
H  22.97  3.65  1.88  -0.4950
H  20.26  3.72  1.07  0.1000
H  21.52  4.99  1.12  -0.2965
C  25.66  4.81  2.62  -1.5173
C  26.10  5.26  4.06  1.3870
C  25.21  4.81  5.20  0.0066
O  26.12  4.25  6.12  -0.3652
C  27.30  4.07  5.57  0.5784
O  28.30  3.68  6.20  -0.6313
O  27.31  4.61  4.37  -0.4887
H  26.49  4.82  1.91  0.4314
H  24.95  5.42  2.06  0.0725
H  25.21  3.82  2.61  0.4754
H  26.25  6.34  4.11  -0.2939
H  24.44  4.13  4.83  0.1874
H  24.77  5.75  5.52  0.0924
C  17.06  4.02  6.67  -0.8851
C  16.28  3.98  5.33  0.9921
C  17.06  4.30  4.07  0.6564
O  16.27  3.58  3.13  -0.4371
C  15.75  2.49  3.75  0.5746
O  15.23  1.52  3.21  -0.6162
O  15.77  2.66  5.08  -0.4350
H  17.54  4.96  6.93  -0.4505
H  17.89  3.32  6.59  0.3396
H  16.47  3.57  7.47  0.5491
H  15.43  4.65  5.45  0.0685
H  18.09  3.98  3.94  -0.1797
H  17.09  5.37  3.86  -0.3504
C  21.42  12.51  9.16  -1.1643
C  22.56  13.07  8.30  0.3744
C  23.58  12.13  7.64  0.1697
O  23.56  12.59  6.28  -0.0757
C  22.57  13.39  6.07  0.3823
O  22.42  14.04  4.99  -0.6501
O  22.00  13.73  7.14  -0.1246
H  20.65  13.26  9.38  0.3718
H  21.86  12.10  10.07  0.5000
H  20.88  11.70  8.66  0.0150
H  23.11  13.73  8.96  0.1261
H  23.18  11.14  7.89  -0.1811
H  24.53  12.19  8.17  0.3280
C  21.24  9.78  4.98  0.1983
C  20.07  9.10  4.28  1.0078
C  20.42  7.70  3.82  -0.6099
O  19.17  7.12  3.99  0.9365
C  18.54  7.72  5.06  -0.4867
O  17.69  7.13  5.73  -0.7002
O  19.09  8.95  5.25  0.0551
H  22.15  9.86  4.38  -0.6480
H  21.57  9.25  5.87  0.1186
H  20.85  10.75  5.28  -0.3329
H  19.57  9.73  3.54  0.2493
H  21.17  7.26  4.47  0.0860
H  20.71  7.63  2.77  -0.0583

Values from the calculation:
**Energy above the lowest of the compared OMol25 structures with the same formula, charge and spin**: 747.1 kJ/mol
**Calculated total energy**: -155816.110 eV

---

2.
Computed, not measured: 8 unconnected molecules or ions with the total composition C60H96ClN11O7P4 in a non-equilibrium geometry, with ωB97M-V/def2-TZVPD.

Last column: Mulliken charge in e.
Element x y z (Å)
C  5.98  -3.06  6.72  -0.3867
C  5.17  -2.14  6.13  -0.1254
C  4.04  -1.30  5.29  -0.1515
C  4.85  -0.49  4.14  -0.5089
C  5.36  1.01  4.46  0.3011
P  4.97  1.69  6.21  -0.2678
P  3.05  2.79  6.19  0.8556
O  1.88  1.95  6.82  -0.6207
O  2.64  3.02  4.50  -0.4798
O  3.19  4.30  7.02  -0.4807
C  6.19  1.85  3.33  0.2510
P  6.77  3.60  3.86  0.0777
N  5.43  4.54  4.57  -0.3858
O  7.99  3.43  5.11  -0.5457
C  6.55  1.28  1.87  0.3422
P  7.53  2.18  0.51  0.5484
O  7.49  3.91  0.69  -0.1740
Cl  9.57  1.52  0.83  -0.3358
C  6.05  -0.24  1.55  -0.1085
C  5.22  -1.07  2.68  0.3538
C  4.78  -2.59  2.33  -0.0105
O  4.65  -3.56  3.18  -0.5760
C  4.51  -2.94  0.76  0.6529
C  3.45  -4.13  0.41  -0.7557
C  1.92  -3.63  0.20  -0.4584
C  0.86  -4.47  1.16  0.1127
C  1.11  -4.21  2.76  -0.9895
C  -0.70  -4.17  0.73  -0.9916
C  -0.87  -2.54  0.78  0.1431
C  -2.40  -2.04  1.00  -0.9826
C  -2.59  -0.62  1.40  0.6185
C  -2.95  -0.27  2.95  -0.9653
C  -2.35  0.47  0.22  -0.7148
C  5.26  -2.19  -0.27  0.1292
C  5.08  -2.51  -1.88  -1.1414
N  3.95  -1.71  -2.52  -0.1558
C  6.34  -1.03  0.17  0.1069
O  7.36  -0.87  -0.61  -0.5625
H  6.61  -3.88  7.26  0.3425
H  3.30  -2.04  4.74  -0.1622
H  3.37  -0.64  5.96  0.4066
H  6.00  2.63  6.61  0.1346
H  2.88  3.96  4.29  0.2943
H  2.67  4.96  6.48  0.3257
H  5.52  5.56  4.37  0.2270
H  5.45  4.48  5.62  0.2840
H  7.89  2.55  5.57  0.3442
H  8.40  4.21  1.02  0.3038
H  3.43  -4.87  1.33  0.3962
H  3.85  -4.78  -0.48  0.3897
H  1.89  -2.49  0.42  0.3061
H  1.58  -3.86  -0.90  0.1722
H  1.04  -5.63  1.00  0.4416
H  1.95  -4.94  3.11  0.2838
H  1.48  -3.11  2.85  0.0267
H  0.11  -4.35  3.34  0.3082
H  -1.47  -4.70  1.41  0.3783
H  -0.85  -4.53  -0.37  0.3308
H  -0.45  -2.12  -0.23  0.1920
H  -0.23  -2.05  1.63  0.1270
H  -3.31  -2.78  0.84  0.2856
H  -4.02  0.19  3.06  0.2801
H  -2.85  -1.27  3.56  0.2456
H  -2.12  0.43  3.36  0.2535
H  -3.30  0.63  -0.46  0.0501
H  -1.91  1.48  0.60  0.2631
H  -1.55  0.00  -0.50  0.2451
H  4.80  -3.64  -2.04  0.3871
H  6.10  -2.38  -2.44  0.2553
H  3.53  -1.15  -1.75  0.2613
H  3.19  -2.41  -2.78  0.2799
C  1.49  -9.22  5.21  -1.1361
C  0.82  -8.07  5.96  -0.5949
C  -0.49  -7.61  5.30  -0.0481
C  -0.21  -7.13  3.90  0.2044
N  0.01  -6.74  2.77  -0.5002
H  1.78  -8.92  4.20  0.3325
H  2.40  -9.53  5.73  0.3388
H  0.82  -10.08  5.14  0.2948
H  1.52  -7.23  6.02  0.3132
H  0.61  -8.39  6.98  0.3408
H  -0.93  -6.80  5.88  0.1776
H  -1.20  -8.44  5.26  0.2331
C  -6.42  1.96  -1.91  -0.4116
C  -7.45  0.88  -2.23  -0.5143
C  -8.09  0.29  -0.97  -0.4390
C  -7.03  -0.35  -0.10  0.3147
N  -6.17  -0.86  0.59  -0.4801
H  -5.58  1.56  -1.34  -0.0053
H  -6.01  2.37  -2.84  0.0027
H  -6.87  2.78  -1.34  0.3336
H  -6.97  0.09  -2.81  0.2727
H  -8.24  1.31  -2.86  0.3422
H  -8.83  -0.47  -1.24  0.2987
H  -8.60  1.07  -0.39  0.2768
C  3.64  3.45  -3.88  -1.2327
C  4.27  3.56  -2.49  -0.3452
C  5.33  2.48  -2.24  0.3576
C  4.69  1.11  -2.33  0.3277
N  4.17  -0.01  -2.41  -0.5953
H  3.10  2.51  -4.01  0.3275
H  2.92  4.26  -4.03  0.3601
H  4.40  3.52  -4.66  0.2962
H  3.48  3.49  -1.74  0.3265
H  4.74  4.54  -2.39  0.1821
H  5.76  2.60  -1.24  -0.7218
H  6.14  2.55  -2.97  0.4090
C  -4.72  5.53  -5.70  -0.7465
C  -4.09  5.64  -4.32  -0.5270
C  -3.02  4.58  -4.06  -0.3339
C  -3.63  3.20  -4.16  0.3028
N  -4.13  2.09  -4.24  -0.5516
H  -5.24  4.58  -5.84  0.3243
H  -5.45  6.32  -5.85  0.4055
H  -3.96  5.62  -6.48  -0.1204
H  -4.88  5.56  -3.56  0.3177
H  -3.64  6.63  -4.21  0.3041
H  -2.60  4.71  -3.06  0.3012
H  -2.21  4.66  -4.79  0.2973
C  -5.81  -6.73  4.73  -1.2293
C  -5.28  -8.10  5.14  -0.3091
C  -5.01  -8.21  6.64  -0.1342
C  -3.96  -7.20  7.04  0.0932
N  -3.12  -6.38  7.37  -0.5806
H  -5.08  -5.94  4.93  0.4037
H  -6.01  -6.71  3.65  0.3397
H  -6.73  -6.49  5.26  0.2973
H  -4.37  -8.31  4.58  0.2416
H  -6.02  -8.86  4.85  0.2311
H  -4.65  -9.22  6.88  0.3509
H  -5.92  -8.03  7.21  0.3672
C  4.37  8.09  1.89  -0.8664
C  5.31  8.66  0.83  -0.4703
C  5.55  7.70  -0.33  -0.5330
C  6.18  6.42  0.18  0.3516
N  6.69  5.39  0.60  -0.4075
H  4.79  7.20  2.36  0.0780
H  4.21  8.83  2.69  0.3461
H  3.40  7.84  1.46  0.3018
H  6.27  8.92  1.30  0.3017
H  4.89  9.59  0.44  0.3115
H  6.21  8.15  -1.07  0.3180
H  4.60  7.46  -0.83  0.2821
C  -4.50  5.70  -11.07  -1.2534
C  -3.29  6.60  -10.84  -0.2560
C  -2.83  6.61  -9.38  -0.1854
C  -3.94  7.13  -8.50  0.2889
N  -4.84  7.55  -7.79  -0.5679
H  -5.38  6.05  -10.51  0.3434
H  -4.78  5.70  -12.13  0.3615
H  -4.29  4.67  -10.77  0.3142
H  -3.54  7.62  -11.16  0.2891
H  -2.47  6.25  -11.47  0.1904
H  -1.95  7.26  -9.27  0.2005
H  -2.56  5.61  -9.06  0.3222
C  -9.98  -10.04  4.18  -1.0268
C  -9.46  -11.41  4.59  -0.4379
C  -9.18  -11.52  6.09  -0.3923
C  -8.14  -10.51  6.50  0.2662
N  -7.29  -9.69  6.82  -0.4946
H  -9.25  -9.25  4.38  0.2666
H  -10.19  -10.02  3.11  0.3223
H  -10.91  -9.80  4.71  0.2975
H  -8.54  -11.62  4.03  0.2868
H  -10.19  -12.17  4.30  0.3129
H  -8.82  -12.52  6.34  0.2738
H  -10.10  -11.34  6.66  0.2805
C  1.90  9.10  -10.55  -1.1638
C  1.96  7.58  -10.40  -0.3361
C  1.88  6.85  -11.75  -0.3555
C  0.58  7.18  -12.43  0.2775
N  -0.47  7.44  -12.99  -0.5072
H  0.95  9.43  -10.99  0.3548
H  1.98  9.58  -9.57  0.3199
H  2.71  9.47  -11.18  0.3244
H  1.14  7.26  -9.75  0.2070
H  2.89  7.31  -9.90  0.3125
H  1.94  5.77  -11.59  0.2779
H  2.71  7.15  -12.39  0.3113

Values from the calculation:
**Calculated total energy**: -144147.384 eV